Model 1:
Formula: C4H7NOP
Source: OMol25
Level of theory: the ωB97M-V functional and the def2-TZVPD basis

## Properties
HOMO energy (spin up / spin down), eV: -13.391 / -11.860
Lowest unoccupied orbital energy (spin up / spin down), eV: -5.975 / -7.547
Net charge: +1
Molecular weight, u: 116.08

Positions of all 14 atoms, in Å:
C  -0.58058  1.43671  -1.14896
C  -0.03780  0.48527  1.24190
C  0.27611  0.67674  -2.07234
C  1.09657  0.05676  -0.89399
N  0.15748  0.65505  0.02595
O  -1.34290  2.32103  -1.11389
P  -1.06928  -2.80482  3.70960
H  -0.75564  1.09494  1.70089
H  -0.39599  -0.09000  -2.49614
H  0.82357  1.17184  -2.82399
H  1.28538  -0.95524  -0.88230
H  2.08916  0.63482  -1.02180
H  -0.71609  -3.24674  2.37727
H  -0.83000  -1.43636  3.39781



Model 2:
Formula: C4H7NOP
Source: OMol25
Level of theory: the ωB97M-V functional and the def2-TZVPD basis

## Properties
HOMO energy (spin up / spin down), eV: -14.072 / -14.076
Lowest unoccupied orbital energy (spin up / spin down), eV: -6.483 / -6.478
Net charge: +1
Molecular weight, u: 116.08

Positions of all 14 atoms, in Å:
C  -1.76984  0.58129  0.02819
C  0.59019  1.30789  0.09060
C  -1.83337  -0.79987  -0.46217
C  -0.33811  -1.09948  -0.05291
N  -0.27975  0.39349  0.10150
O  -2.38986  1.49793  0.39090
P  3.42070  0.64351  -0.06255
H  0.18126  2.22870  -0.12861
H  -2.70543  -1.43982  -0.16230
H  -1.88754  -0.64981  -1.55857
H  -0.20330  -1.63337  1.00891
H  0.21489  -1.40021  -0.86749
H  3.50140  1.06234  1.22625
H  3.49876  -0.69258  0.44824



What should be chosen as the least stable of them? Choose model 1.



Model 1:
Formula: C3H10BNO2
Source: OMol25
Level of theory: the ωB97M-V functional and the def2-TZVPD basis

## Properties
HOMO energy, eV: -8.952
Lowest unoccupied orbital energy, eV: 0.577
Structure (SMILES): CNB(OC)OC
Molecular weight, u: 102.93

Positions of all 17 atoms, in Å:
C  1.16305  -0.67250  -2.14657
N  1.11321  -0.56813  -0.70387
B  0.06579  -0.05907  0.03995
O  -0.10128  0.15165  1.34543
C  0.85432  -0.10611  2.34329
O  -1.35823  0.44137  -0.90485
C  -2.39752  0.96798  -0.15180
H  1.98532  -0.07254  -2.54585
H  1.30248  -1.71126  -2.45513
H  0.22019  -0.30122  -2.53374
H  1.94347  -0.91480  -0.24828
H  1.08497  -1.17462  2.39966
H  0.42609  0.21746  3.29298
H  1.77890  0.44915  2.15742
H  -2.90088  1.71829  -0.77302
H  -2.05342  1.44701  0.76908
H  -3.12646  0.18734  0.11531



Model 2:
Formula: C3H10BNO2
Source: OMol25
Level of theory: the ωB97M-V functional and the def2-TZVPD basis

## Properties
HOMO energy, eV: -7.904
Lowest unoccupied orbital energy, eV: 0.286
Molecular weight, u: 102.93

Positions of all 17 atoms, in Å:
B  0.81592  -0.60596  0.11933
C  -0.97903  -2.30326  -0.21586
C  1.90468  1.50699  0.88100
C  -1.41110  1.56147  -0.59893
N  0.45083  -1.88053  -0.21958
O  1.80726  0.15730  0.45085
O  -1.26761  0.60566  0.47047
H  -1.54728  -1.54111  0.10264
H  -1.21613  -2.57441  -1.14377
H  -0.91745  -3.12612  0.38923
H  0.83259  1.86863  0.87098
H  2.37000  2.24359  0.24072
H  2.50685  1.38287  1.71768
H  -0.50901  1.94137  -1.06728
H  -2.00132  2.38099  -0.31372
H  -1.91480  1.05202  -1.53627
H  1.07561  -2.66951  -0.14749



What should be chosen as the least stable of them? Choose model 2.



Model 1:
Formula: C3H10N3
Source: OMol25
Level of theory: the ωB97M-V functional and the def2-TZVPD basis

## Properties
HOMO energy, eV: -14.543
Lowest unoccupied orbital energy, eV: -8.486
Structure (SMILES): NC[C@H](N)C=[NH2+]
Net charge: +1
Molecular weight, u: 88.13

Positions of all 16 atoms, in Å:
N  0.05965  -0.87266  2.04786
C  1.05356  -0.67783  0.98385
C  0.31161  -0.24295  -0.32805
N  1.40709  0.00538  -1.32296
C  -0.72574  0.75310  0.04793
N  -1.92322  0.75655  -0.84148
H  -0.34424  -1.82948  1.94464
H  -0.68023  -0.19385  1.60699
H  1.77368  0.13002  1.26323
H  1.66469  -1.55695  0.75423
H  -0.24761  -1.11433  -0.69472
H  1.48915  1.01359  -1.37902
H  1.14836  -0.34739  -2.25077
H  -0.44602  1.77659  0.20071
H  -1.79300  1.32723  -1.68705
H  -2.74775  1.07298  -0.34538



Model 2:
Formula: C3H10N3
Source: OMol25
Level of theory: the ωB97M-V functional and the def2-TZVPD basis

## Properties
HOMO energy (spin up / spin down), eV: -12.510 / -12.280
Lowest unoccupied orbital energy (spin up / spin down), eV: -4.025 / -3.764
Net charge: +1
Molecular weight, u: 88.13

Positions of all 16 atoms, in Å:
C  -1.47749  0.28933  -0.67077
C  -1.44217  0.82154  0.71496
C  -0.09813  -0.39222  -0.58823
N  0.22063  -1.66151  0.11553
N  1.03557  0.33234  -0.81430
N  1.75461  0.73671  0.42941
H  -2.21973  -0.47881  -0.84445
H  -1.54891  1.02123  -1.36065
H  -0.95579  1.72710  0.84239
H  -1.42416  0.16978  1.60123
H  0.60197  -2.44628  -0.48857
H  -0.50776  -1.94540  0.60021
H  0.78173  1.08392  -1.47919
H  2.74978  0.53423  0.35263
H  0.96425  -1.47626  0.79705
H  1.56558  1.68430  0.79275



Model 3:
Formula: C3H10N3
Source: OMol25
Level of theory: the ωB97M-V functional and the def2-TZVPD basis

## Properties
HOMO energy, eV: -13.258
Lowest unoccupied orbital energy, eV: -3.870
Structure (SMILES): NN1CC([NH3+])C1
Net charge: +1
Molecular weight, u: 88.13

Positions of all 16 atoms, in Å:
N  -2.09493  1.39816  0.25724
N  -0.70901  1.04372  0.30570
C  0.15541  0.61226  -0.81506
C  0.98596  -0.11503  0.14749
N  1.45657  -1.44298  -0.30275
C  -0.28495  -0.17212  1.06873
H  -2.65886  0.83556  -0.38957
H  -2.24633  2.35405  0.28332
H  0.54944  1.45840  -1.55719
H  -0.37265  -0.07985  -1.58362
H  1.80129  0.42354  0.52794
H  2.36338  -1.45615  -0.64713
H  0.74056  -1.85458  -0.95447
H  1.43724  -1.88216  0.68131
H  -0.86097  -1.06139  0.75826
H  -0.26214  -0.06143  2.21979



Model 4:
Formula: C3H10N3
Source: OMol25
Level of theory: the ωB97M-V functional and the def2-TZVPD basis

## Properties
HOMO energy, eV: -13.189
Lowest unoccupied orbital energy, eV: -3.564
Net charge: +1
Molecular weight, u: 88.13

Positions of all 16 atoms, in Å:
C  -1.48134  -0.07678  -0.17678
C  -2.06916  0.94270  0.56552
C  1.19551  0.53462  -0.88341
N  -1.80604  -1.00994  -0.88511
N  0.56632  0.14719  0.31775
N  1.13512  -1.16489  0.87432
H  -1.36101  1.84501  0.46885
H  -3.15971  1.16984  0.17856
H  -2.20229  0.56908  1.64650
H  0.63735  1.52408  -1.12611
H  2.19914  0.83413  -0.57795
H  0.89886  -0.02242  -1.74917
H  -1.20628  -1.65527  -1.32570
H  2.09472  -1.12833  1.18674
H  1.11347  -1.83694  0.09168
H  0.46847  -1.43905  1.66649



What should be chosen as the least stable of them? Choose model 1.